# 1
The following is a quantum chemistry calculation of C18H21BrClNO2 in the gas phase in a non-equilibrium geometry, from OMol25.

Last column: Mulliken charge in e.
Geometry (Å):
C  5.166664  2.651501  0.359718  -1.186
N  3.728147  3.047308  0.853741  0.074
C  2.797692  1.948689  1.075052  -1.943
C  2.547184  1.177829  0.160645  0.226
O  1.316927  1.052240  -0.154456  0.006
C  1.024426  0.187748  -1.214778  -0.558
C  -0.796174  0.374657  -1.422151  -1.684
O  -1.407495  -0.790496  -0.994576  -0.410
C  -1.496525  -1.175474  0.412599  0.832
C  -0.969110  -0.398312  1.190009  0.322
C  -1.193750  -0.650293  2.604758  -1.117
C  -1.918374  -1.841892  3.197977  0.186
Cl  -2.029566  -2.426937  4.676958  -0.201
C  -2.415560  -2.762571  1.903689  -0.586
C  -2.275439  -2.218550  0.707434  -0.298
Br  -2.749318  -3.386614  -0.750809  -0.154
C  3.136232  4.228558  -0.081086  -2.495
C  2.866830  3.913590  -1.333754  1.105
C  1.414734  3.622320  -1.510588  -0.194
C  0.837213  3.361275  -2.902303  -1.280
C  1.736839  3.351965  -3.836006  -0.153
C  3.126847  3.450483  -3.694663  -0.766
C  3.639920  3.890753  -2.289239  0.097
H  5.787239  1.974659  0.948345  0.358
H  5.879523  3.678699  0.320513  0.242
H  5.249860  2.288799  -0.512258  0.578
H  3.353762  1.488383  1.990990  0.330
H  2.044250  2.487251  1.634246  0.357
H  2.758482  0.201333  0.071418  0.862
H  3.030933  1.328109  -0.964815  0.224
H  1.285501  0.534269  -2.333504  0.319
H  1.279165  -0.900506  -1.213690  0.416
H  -1.035421  0.444931  -2.461193  0.382
H  -0.925969  1.123105  -1.022743  1.335
H  -0.289580  0.413185  1.117124  0.417
H  -0.895468  -0.228226  3.451896  0.438
H  -2.896952  -3.647015  2.361745  0.325
H  2.503280  4.626778  0.494575  0.695
H  4.074221  4.881492  0.074047  0.477
H  0.690119  3.767791  -0.775009  0.494
H  0.041587  2.981542  -3.015767  0.904
H  1.298984  3.065904  -4.824565  0.260
H  3.777126  3.339509  -4.672437  0.266
H  4.695776  4.088281  -2.208484  0.496

Forces on the atoms, in the same order (eV/Å):
C -0.128 5.869 6.327
N 2.493 1.580 -1.940
C 6.969 10.307 15.147
C 1.512 -8.753 -15.722
O -9.129 -0.321 -2.381
C -4.267 1.137 -3.685
C 6.780 -14.517 -6.055
O -1.406 -1.836 1.242
C -1.970 -0.266 -10.523
C 3.603 5.090 11.259
C -3.439 -6.042 0.460
C 1.201 1.789 -11.666
Cl -0.187 -0.715 3.182
C 0.358 2.107 7.373
C -1.465 -4.539 -1.314
Br -0.243 0.229 -0.013
C 10.939 -1.755 5.691
C -11.789 -1.455 0.777
C 0.288 -0.070 -5.757
C 10.812 5.172 10.331
C 3.678 -1.363 -5.606
C 0.961 1.703 1.325
C 5.117 -2.161 -12.285
H -0.822 -0.043 0.963
H -2.159 -2.498 0.244
H -0.122 -2.610 -6.998
H -0.989 -0.026 -1.252
H -1.222 -0.452 -0.471
H 3.042 -4.088 1.909
H 0.273 1.098 2.241
H 0.497 -0.032 2.656
H -0.010 0.812 0.979
H 0.118 -0.058 -0.710
H -2.918 13.495 7.996
H 0.152 0.587 -1.206
H 2.256 3.360 2.556
H 0.133 0.254 -1.545
H -5.575 2.903 4.034
H -1.387 -0.406 -0.782
H -0.579 -0.039 1.622
H -11.401 -4.233 -1.403
H 0.933 0.315 0.386
H -1.127 0.364 2.525
H 0.217 0.108 0.090

## Properties
Structure (SMILES): CN(CCOCCOc1ccc(Cl)cc1Br)Cc1ccccc1
Gap between HOMO and LUMO in eV: 8.89
E_LUMO in eV: 0.51
Energy above the lowest of the compared OMol25 structures with the same formula, charge and spin in kJ/mol: 1924.9
2S+1: 1

# 2
The following is a quantum chemistry calculation of a molecular structure, C18H21BrIrN4OS2 in a non-equilibrium geometry, from OMol25.

Last column: Mulliken charge in e.
Geometry (Å):
Ir  -0.099871  0.720250  -0.465370  1.383
C  -3.313095  5.285713  -1.075354  -0.835
S  -2.924346  4.668463  0.580547  0.078
C  -1.672157  3.522438  0.232273  0.409
S  -1.765197  2.514833  -1.300327  -0.176
N  -0.698391  3.384337  1.044284  -1.238
N  0.201557  2.431998  0.846978  0.463
C  1.347727  2.487791  1.431232  -0.501
C  2.358438  1.594642  0.960308  0.898
C  3.665520  1.647472  1.447489  -0.770
C  4.618466  0.794914  0.927111  -0.365
C  4.253391  -0.079001  -0.089256  -0.718
C  2.942967  -0.070465  -0.539252  -0.069
N  2.016435  0.731852  -0.026456  -0.009
H  -4.011973  6.107396  -0.939515  0.370
H  -3.782756  4.512660  -1.677028  0.295
H  -2.407584  5.655909  -1.548231  0.328
H  1.542894  3.246298  2.181912  0.483
H  3.903815  2.367238  2.219187  0.435
H  5.632898  0.806814  1.302183  0.476
H  4.969036  -0.756710  -0.532050  0.442
H  2.628641  -0.729821  -1.338540  0.462
Br  -4.495594  -3.036862  0.451771  -0.044
C  -3.698130  -1.401923  -0.023189  0.079
C  -3.471895  -0.437731  0.954917  -0.854
C  -2.845062  0.742779  0.617582  0.183
C  -2.413429  0.947597  -0.707615  -0.161
C  -2.701872  -0.013407  -1.701001  -0.341
C  -3.333943  -1.183740  -1.353797  -0.663
H  -3.792072  -0.607692  1.973257  0.491
H  -2.686591  1.505621  1.368006  0.418
H  -2.446388  0.187710  -2.734772  0.461
H  -3.562384  -1.922055  -2.109997  0.582
C  0.196811  -2.952320  -1.719221  -0.642
N  0.922307  -3.117773  -0.460779  0.231
C  1.838225  -4.247436  -0.297352  -0.973
C  0.694971  -2.235333  0.500217  0.382
C  1.428243  -2.345525  1.799848  -1.175
O  -0.150172  -1.313276  0.319254  -0.684
H  0.420997  -3.777947  -2.385054  0.377
H  0.481708  -2.013630  -2.203962  0.231
H  -0.876048  -2.920181  -1.532449  0.198
H  1.854334  -4.830211  -1.211581  0.308
H  1.515086  -4.903962  0.509899  0.366
H  2.852756  -3.908372  -0.087630  0.351
H  1.606277  -3.373726  2.103015  0.472
H  0.856783  -1.836859  2.572446  0.319
H  2.398658  -1.848754  1.716042  0.248

Forces on the atoms, in the same order (eV/Å):
Ir 0.757 -0.196 2.173
C -0.037 -0.243 -0.152
S 0.207 -0.043 0.038
C 0.056 -0.388 -0.278
S 0.510 0.135 -0.353
N -0.692 1.298 1.063
N 0.478 -1.917 -1.465
C -0.995 0.810 0.000
C 1.125 -0.701 -0.005
C -0.575 0.181 0.024
C 0.155 -0.258 -0.190
C 0.000 0.187 0.200
C 0.071 -0.232 -0.249
N -1.520 0.320 -0.339
H 0.005 0.008 0.109
H -0.044 0.076 -0.032
H -0.044 0.075 -0.018
H 0.046 0.062 -0.052
H 0.049 -0.055 0.028
H -0.001 0.036 -0.012
H -0.005 0.013 -0.032
H -0.057 0.034 0.013
Br 0.107 0.306 -0.088
C -0.056 -0.188 0.159
C -0.028 -0.124 0.079
C 0.170 -0.010 -0.116
C 0.293 0.256 0.251
C -0.096 0.012 -0.027
C 0.070 -0.011 -0.116
H 0.014 -0.037 -0.007
H -0.016 -0.028 0.032
H 0.031 -0.036 0.002
H 0.013 -0.028 0.026
C -0.112 0.071 -0.046
N -0.155 0.201 0.004
C 0.166 -0.151 0.142
C 0.350 -0.402 -0.175
C -0.097 0.072 0.156
O -0.125 0.879 -0.597
H 0.053 -0.021 0.029
H -0.004 -0.030 -0.018
H 0.022 -0.014 0.011
H -0.019 0.055 -0.045
H -0.037 0.026 -0.022
H -0.025 0.025 -0.010
H -0.005 -0.002 -0.012
H -0.021 0.010 -0.033
H 0.019 -0.030 -0.050

## Properties
Total charge: +2
Gap between HOMO and LUMO (spin up / spin down) in eV: 6.21 / 7.06
E_LUMO (spin up / spin down) in eV: -7.65 / -7.56
Expectation value of S²: 0.7571
Energy above the lowest of the compared OMol25 structures with the same formula, charge and spin in kJ/mol: 149.4
2S+1: 2

# 3
The following is a quantum chemistry calculation of a molecular structure, C18H21BrN7O2Re, from OMol25.

Last column: Mulliken charge in e.
Geometry (Å):
Re  -0.082090  -0.566086  0.799133  0.828
O  -2.606118  -1.840309  -2.308920  -0.611
C  -1.712827  -2.525284  -3.093545  0.707
C  -2.205571  -3.008615  -4.293494  -0.588
C  -1.385408  -3.709992  -5.156376  -0.431
C  -0.051513  -3.954994  -4.833773  -0.780
C  0.438543  -3.478984  -3.641395  -0.555
C  -0.379511  -2.743013  -2.765167  0.129
C  0.322396  -2.180319  -1.578245  0.433
O  -0.476098  -1.897434  -0.402339  -0.737
N  0.885605  -0.862595  -1.906555  -0.264
N  0.843503  0.050538  -0.970162  0.081
C  1.314539  1.279573  -1.254583  -0.101
C  1.045924  2.374382  -0.448826  0.258
Br  -0.307084  1.998897  0.860169  0.005
C  1.627868  3.628091  -0.643357  -0.450
C  1.465654  4.890042  -0.058616  1.427
C  2.452235  5.860674  -0.406528  -0.396
C  2.406266  7.127438  0.118515  -0.762
C  1.358359  7.470938  0.971151  -0.287
C  0.349282  6.549388  1.300969  -0.914
C  0.397818  5.277813  0.803842  -0.344
H  -2.262975  -1.747379  -1.421454  0.328
H  -3.246489  -2.827207  -4.527250  0.466
H  -1.792597  -4.083872  -6.086427  0.416
H  0.583940  -4.521566  -5.499138  0.439
H  1.470823  -3.679048  -3.368070  0.376
H  1.124272  -2.847082  -1.258189  0.319
H  1.153934  -0.631489  -2.857747  0.370
H  1.866593  1.430696  -2.177055  0.431
H  2.394294  3.587022  -1.415334  0.274
H  3.251718  5.583270  -1.082764  0.380
H  3.162993  7.855785  -0.137260  0.437
H  1.308650  8.474855  1.374854  0.425
H  -0.471564  6.857454  1.933713  0.433
H  -0.416465  4.605688  1.028492  0.228
N  1.618648  -0.303390  2.051653  -0.708
H  2.053474  -1.204041  2.251526  0.344
H  1.334347  0.085874  2.952751  0.361
H  2.349081  0.301690  1.678723  0.299
N  -2.739442  -5.116718  4.590002  -0.334
C  -2.255206  -3.893114  4.647120  0.678
N  -1.911398  -3.340702  5.802012  -0.323
N  -2.150578  -3.224970  3.483599  -0.454
C  -1.544123  -2.289464  2.965037  0.762
N  -0.983980  -1.444805  2.340708  -0.509
H  -2.901231  -5.672586  5.415778  0.222
H  -3.017757  -5.497125  3.698789  0.247
H  -2.044805  -3.823036  6.678273  0.239
H  -1.635930  -2.374889  5.845761  0.206

Forces on the atoms, in the same order (eV/Å):
Re -0.126 0.123 -0.267
O 0.295 -0.076 -0.386
C -0.440 0.369 0.257
C -0.081 -0.142 -0.269
C -0.055 0.014 -0.024
C -0.068 -0.012 -0.074
C -0.010 0.039 0.180
C 0.361 -0.306 0.013
C -0.178 0.278 0.222
O 0.040 -0.112 -0.315
N 0.177 -0.210 -0.045
N 0.235 0.731 0.023
C -0.139 -0.310 -0.090
C -0.015 0.182 0.113
Br -0.129 -0.204 0.067
C -0.017 -0.161 -0.069
C -0.106 -0.010 -0.019
C -0.010 0.060 0.008
C 0.023 -0.037 -0.040
C -0.049 0.049 0.052
C 0.035 0.047 -0.004
C 0.020 -0.020 -0.019
H 0.037 -0.064 0.254
H 0.017 -0.021 -0.001
H 0.005 0.006 0.009
H -0.014 0.001 -0.006
H -0.047 0.005 0.016
H 0.069 0.006 0.051
H -0.116 -0.001 -0.035
H 0.083 -0.057 0.031
H 0.036 -0.018 0.050
H -0.012 -0.008 0.007
H -0.004 -0.002 0.006
H -0.003 -0.012 -0.002
H 0.013 0.008 -0.004
H 0.035 -0.002 0.008
N 0.169 -0.067 -0.228
H 0.020 0.016 0.096
H 0.061 -0.009 0.053
H 0.033 0.015 0.066
N -0.036 -0.072 -0.003
C 0.050 0.226 -0.187
N 0.042 0.015 0.070
N -0.400 -0.272 0.129
C 0.523 0.314 -0.143
N -0.323 -0.296 0.446
H -0.009 0.009 -0.002
H 0.018 -0.004 0.008
H 0.000 -0.002 -0.006
H -0.013 -0.007 0.002

## Properties
Total charge: +3
Gap between HOMO and LUMO (spin up / spin down) in eV: 5.33 / 3.95
E_LUMO (spin up / spin down) in eV: -10.13 / -11.50
Expectation value of S²: 0.9925
Energy above the lowest of the compared OMol25 structures with the same formula, charge and spin in kJ/mol: 0.0
2S+1: 2

# 4
The following is a quantum chemistry calculation of a molecular structure, C18H21Cl2F3N6O2PbS, from OMol25.

Last column: Mulliken charge in e.
Geometry (Å):
Pb  -0.082553  -0.407319  0.221176  0.744
C  4.733491  -1.662961  -1.547655  -1.450
C  3.293198  -1.696353  -1.122987  0.284
N  2.478760  -0.732082  -1.349471  1.119
N  2.965559  0.374017  -1.954454  -1.328
C  2.021313  1.032337  -2.614839  0.167
N  2.430476  2.283093  -3.079862  -0.585
S  0.453802  0.482070  -3.023500  -0.455
C  2.680744  -2.880524  -0.474333  0.470
C  3.402378  -3.985617  -0.008953  -0.780
C  2.709803  -5.070085  0.507252  -0.271
C  1.324089  -5.038957  0.568352  -0.699
C  0.686966  -3.882230  0.127956  -0.490
N  1.349543  -2.850410  -0.369315  -0.005
H  4.787599  -1.383945  -2.601909  0.351
H  5.275546  -0.887535  -1.000041  0.234
H  5.236554  -2.618878  -1.405233  0.376
H  3.096776  2.704777  -2.445464  0.287
H  1.625379  2.864835  -3.256820  0.263
H  4.483368  -3.998076  -0.042533  0.218
H  3.256241  -5.935420  0.867695  0.384
H  0.755966  -5.874773  0.956092  0.392
H  -0.391258  -3.720029  0.173729  0.551
Cl  -0.505116  -2.623093  3.110637  -0.045
C  -1.432432  -1.495834  4.096196  -0.459
Cl  -1.594945  0.104257  3.380599  -0.063
H  -0.925427  -1.388049  5.049209  0.308
H  -2.426851  -1.905867  4.233430  0.281
N  3.273512  2.623913  2.954717  -0.429
C  2.296438  1.904985  2.286571  0.445
O  2.448468  0.706278  2.152902  -0.501
C  1.104823  2.745781  1.853359  0.047
C  0.467177  2.400602  0.525131  -0.964
H  4.078455  2.120949  3.281691  0.236
H  3.222561  3.620291  3.040413  0.170
H  1.445388  3.801498  1.976188  0.167
H  0.376726  2.608932  2.668399  0.110
H  1.150697  2.596895  -0.310304  0.135
H  -0.443692  2.993687  0.387511  0.040
F  -7.701445  2.001874  -1.127656  -0.271
C  -6.726204  1.929706  -2.072576  0.790
F  -6.818953  3.088703  -2.775993  -0.272
F  -7.087904  0.942704  -2.915691  -0.291
C  -5.370171  1.735688  -1.471811  0.639
C  -4.887939  2.696577  -0.589811  -0.914
C  -3.626246  2.487547  -0.058781  -0.365
N  -2.868008  1.426493  -0.317836  -0.057
C  -3.346975  0.482678  -1.141845  -0.077
C  -4.596443  0.629319  -1.756572  -0.827
H  -5.470964  3.572733  -0.336623  0.351
H  -3.189077  3.226088  0.608839  0.375
H  -2.713869  -0.458843  -1.132963  0.427
H  -4.955218  -0.137254  -2.430598  0.417
O  -1.750108  -1.555174  -0.291611  -1.179

Forces on the atoms, in the same order (eV/Å):
Pb -0.153 -0.491 -0.348
C 0.022 0.054 0.030
C -0.085 -0.096 0.146
N 0.086 -0.037 -0.334
N -0.128 0.124 0.003
C -0.001 -0.275 0.001
N -0.022 0.009 0.080
S 0.147 0.201 0.123
C 0.109 0.126 -0.056
C -0.004 -0.042 0.000
C 0.043 0.014 0.016
C 0.007 0.032 -0.019
C -0.018 0.118 0.035
N -0.103 -0.174 -0.005
H 0.007 0.001 -0.001
H 0.008 -0.007 0.020
H -0.001 -0.004 -0.005
H 0.017 0.007 -0.021
H 0.015 0.012 -0.017
H 0.005 -0.005 -0.011
H 0.000 -0.009 -0.002
H -0.020 0.000 0.013
H -0.016 -0.058 -0.018
Cl 0.059 -0.094 0.044
C -0.053 -0.104 0.171
Cl -0.004 0.170 -0.052
H 0.001 0.011 -0.026
H 0.005 0.004 -0.056
N -0.006 0.020 0.078
C 0.121 -0.097 0.005
O -0.176 0.129 -0.016
C 0.042 0.118 0.110
C -0.121 -0.163 0.019
H 0.025 0.017 -0.033
H 0.021 0.008 -0.041
H -0.028 0.011 -0.007
H -0.023 -0.050 -0.024
H 0.009 -0.021 -0.001
H -0.036 -0.006 -0.033
F 0.061 0.000 -0.105
C -0.022 0.000 -0.029
F -0.024 -0.121 0.062
F 0.006 0.112 0.072
C -0.015 0.066 0.006
C -0.009 -0.056 -0.056
C 0.213 0.165 -0.047
N -0.414 -0.083 -0.051
C 0.064 -0.030 0.312
C 0.009 -0.111 -0.054
H 0.018 0.013 0.021
H -0.015 -0.003 0.011
H -0.080 0.101 -0.109
H 0.011 -0.009 0.015
O 0.446 0.502 0.184

## Properties
Total charge: -2
Gap between HOMO and LUMO in eV: 3.64
E_LUMO in eV: 4.47
Energy above the lowest of the compared OMol25 structures with the same formula, charge and spin in kJ/mol: 168.4
2S+1: 1

2S+1 of number 3 (C18H21BrN7O2Re)? 2

2S+1 of number 1 (C18H21BrClNO2)? 1

Number 4 is which compound? C18H21Cl2F3N6O2PbS